Entry 1:
ORCA calculation (ωB97M-V/def2-TZVPD) on a structure of composition C12H36CaFO6.

Calculated values
Energy relative to the best compared isomer or geometry (same formula, charge and spin) ... 0.00 kcal per mole
E_LUMO ... -3.81 eV
Calculated total energy ... -46466.5825 eV
Orbital gap ... 8.322 eV
Total charge ... +1

Last column: Löwdin charge in e.
Cartesian coordinates (Å):
Ca -1.157 1.709 -1.607  1.6296
F -0.341 -0.069 -0.531  -0.5391
C 1.212 -0.479 3.909  -0.0750
C 1.261 0.184 2.548  -0.2738
O -0.078 0.390 2.062  -0.1133
H 0.694 -1.440 3.855  0.0709
H 0.619 0.132 4.592  0.0806
H 2.198 -0.641 4.338  0.0804
H 1.842 -0.407 1.835  0.1156
H 1.767 1.152 2.662  0.1110
H -0.134 0.085 1.144  0.0198
C -2.710 -3.648 1.811  -0.0796
C -1.861 -2.481 1.369  -0.3188
O -1.293 -2.793 0.092  -0.1001
H -2.133 -4.573 1.771  0.0811
H -3.563 -3.781 1.146  0.0744
H -3.053 -3.461 2.828  0.0795
H -1.074 -2.258 2.092  0.0985
H -2.511 -1.599 1.269  0.1073
H -0.842 -2.012 -0.251  0.0214
C 3.008 3.062 -0.782  -0.0585
C 2.101 2.390 -1.776  -0.2495
O 0.806 3.072 -1.859  -0.2255
H 4.023 2.670 -0.856  0.0923
H 2.678 2.855 0.236  0.0757
H 3.071 4.138 -0.952  0.0849
H 1.912 1.357 -1.471  0.0982
H 2.544 2.313 -2.771  0.1252
H 0.922 3.895 -2.346  0.1045
C -2.543 -2.066 -2.881  -0.0619
C -3.055 -0.877 -2.106  -0.2515
O -2.678 0.397 -2.751  -0.2427
H -2.929 -2.984 -2.444  0.0931
H -1.454 -2.092 -2.899  0.0830
H -2.892 -2.056 -3.921  0.0854
H -2.608 -0.873 -1.112  0.0787
H -4.138 -0.902 -1.983  0.1274
H -3.136 0.418 -3.599  0.1068
C -1.059 4.905 0.580  -0.0781
C -0.809 3.737 1.492  -0.2829
O -0.550 2.571 0.697  -0.2176
H -1.889 4.690 -0.103  0.0718
H -0.165 5.139 0.002  0.0712
H -1.339 5.798 1.137  0.0879
H -1.656 3.563 2.163  0.1241
H 0.045 3.922 2.150  0.1255
H -0.312 1.830 1.313  0.0342
C 3.416 -3.305 -1.323  -0.0909
C 2.082 -2.753 -0.902  -0.3258
O 2.053 -1.364 -1.259  -0.1096
H 3.561 -3.099 -2.386  0.0777
H 3.514 -4.377 -1.166  0.0780
H 4.237 -2.809 -0.799  0.0770
H 1.900 -2.875 0.172  0.1090
H 1.293 -3.312 -1.424  0.1088
H 1.202 -0.988 -1.007  0.0037

Entry 2:
ORCA calculation (ωB97M-V/def2-TZVPD) on a cluster of 7 separate species, C24H55BrN3O23P2 in total.

Calculated values
E_LUMO ... -2.39 eV
Calculated total energy ... -165959.8661 eV
Orbital gap ... 9.153 eV
Total charge ... +1

Last column: Löwdin charge in e.
Cartesian coordinates (Å):
C 4.252 -3.630 -2.712  -0.0872
C 3.365 -2.631 -1.958  -0.3082
C 4.120 -2.045 -0.779  -0.6552
Br 4.247 -3.377 0.615  0.8890
N 3.640 -0.688 -0.224  -0.3054
C 2.896 -0.647 1.102  -0.2231
C 1.495 -1.294 1.186  -0.3531
O 1.316 -2.263 0.191  -0.0697
C 1.265 -1.826 2.647  -0.1995
N 0.877 -3.230 2.684  0.0292
P 5.184 0.429 0.306  0.9434
N 6.123 -0.645 1.179  -0.1386
O 6.031 0.656 -1.038  -0.2310
P 2.783 0.384 -1.323  0.4063
O 2.658 1.714 -0.725  -0.2339
O 1.345 -0.188 -1.659  -0.1240
O 3.538 0.422 -2.712  -0.0799
H 4.409 -4.544 -2.143  0.0665
H 3.762 -3.896 -3.648  0.0803
H 5.208 -3.177 -2.980  0.0829
H 2.473 -3.153 -1.629  0.1033
H 3.077 -1.877 -2.685  0.0691
H 5.155 -1.898 -1.085  0.0657
H 2.761 0.418 1.299  0.0852
H 3.536 -1.003 1.905  0.0747
H 0.752 -0.504 1.048  0.1179
H 0.430 -2.167 -0.176  0.1011
H 2.181 -1.706 3.229  0.1102
H 0.491 -1.221 3.118  0.1055
H 1.483 -3.746 3.304  0.0652
H -0.063 -3.330 3.039  0.0648
H 6.813 -1.182 0.663  0.0577
H 6.575 -0.161 1.947  0.0646
H 6.776 0.060 -1.198  0.0799
H 0.749 0.584 -1.608  0.0473
H 2.906 0.588 -3.430  0.0996
C 0.357 -4.429 6.574  -0.0374
O -0.393 -3.480 7.334  0.0131
C -0.443 -2.258 6.811  -0.6164
O 0.079 -1.915 5.776  0.1041
O -1.168 -1.492 7.615  0.0204
C -1.299 -0.129 7.196  -0.0249
H 0.302 -5.361 7.126  0.0970
H -0.080 -4.560 5.585  0.0872
H 1.395 -4.113 6.483  0.0967
H -1.776 -0.080 6.220  0.0808
H -0.327 0.362 7.160  0.0934
H -1.927 0.361 7.933  0.1039
C 1.313 -1.313 -4.777  -0.0602
O 0.321 -1.339 -5.787  0.0149
C 0.162 -0.171 -6.427  -0.6214
O 0.846 0.807 -6.254  0.1186
O -0.888 -0.277 -7.221  0.0158
C -1.212 0.915 -7.956  -0.0126
H 1.360 -2.304 -4.333  0.0994
H 2.291 -1.054 -5.186  0.1056
H 1.015 -0.596 -4.014  0.0601
H -0.389 1.199 -8.608  0.1021
H -1.448 1.731 -7.277  0.0979
H -2.086 0.671 -8.552  0.0943
C 1.908 3.561 7.596  -0.0212
O 2.267 4.036 6.291  0.0206
C 1.865 3.266 5.295  -0.6157
O 1.258 2.225 5.381  0.0975
O 2.255 3.804 4.132  0.0203
C 1.804 3.021 3.027  -0.0389
H 2.304 4.291 8.295  0.0971
H 0.826 3.503 7.696  0.0967
H 2.353 2.587 7.784  0.0983
H 0.716 2.992 2.999  0.0885
H 2.204 2.009 3.086  0.0830
H 2.165 3.504 2.123  0.0985
C -2.972 -0.536 1.123  -0.0108
O -3.123 0.292 -0.038  0.0381
C -2.031 0.454 -0.759  -0.5784
O -0.941 -0.027 -0.526  0.0862
O -2.311 1.243 -1.796  0.0466
C -1.180 1.467 -2.628  -0.0209
H -3.948 -0.563 1.595  0.1022
H -2.669 -1.541 0.838  0.1002
H -2.242 -0.104 1.806  0.0892
H -0.823 0.525 -3.048  0.0928
H -0.386 1.951 -2.054  0.1015
H -1.489 2.128 -3.430  0.1129
C -4.595 -2.322 -8.721  -0.0433
O -5.703 -2.290 -9.621  0.0078
C -5.867 -1.115 -10.229  -0.6265
O -5.174 -0.142 -10.070  0.1114
O -6.919 -1.201 -11.034  0.0098
C -7.214 -0.001 -11.758  -0.0321
H -4.569 -3.321 -8.297  0.0938
H -3.667 -2.124 -9.254  0.0947
H -4.728 -1.590 -7.926  0.0954
H -6.379 0.275 -12.398  0.0977
H -7.439 0.813 -11.072  0.0974
H -8.086 -0.228 -12.363  0.0948
C -2.005 2.283 4.663  -0.0510
O -2.502 3.611 4.494  0.0097
C -3.170 4.070 5.556  -0.6229
O -3.353 3.462 6.580  0.1233
O -3.588 5.301 5.289  0.0093
C -4.325 5.920 6.351  -0.0288
H -1.484 2.030 3.743  0.0827
H -1.300 2.232 5.488  0.0729
H -2.825 1.582 4.816  0.0947
H -3.708 6.009 7.242  0.0982
H -5.223 5.349 6.577  0.0988
H -4.595 6.906 5.986  0.0951

Max |F| values (in eV/Å) by entry order: 2.06; 2.62.